Record 1
The following is a quantum chemistry calculation of 2 unconnected molecules or ions with the total composition C26H29O3S in a non-equilibrium geometry, from OMol25.

Structure (ORCA input):
```
! wB97M-V def2-TZVPD RIJCOSX def2/J DEFGRID3
* xyz 1 1
C 6.436 -3.214 3.247
O 5.163 -3.780 3.654
C 4.047 -3.007 3.589
C 2.812 -3.648 3.862
C 1.625 -2.969 3.658
C 1.614 -1.591 3.306
C 0.363 -0.849 3.069
C -0.759 -1.576 2.658
C -2.114 -1.140 2.699
C -3.126 -2.146 3.067
C -4.423 -1.708 3.350
C -5.482 -2.609 3.419
C -5.237 -3.978 3.236
C -3.929 -4.448 3.047
C -2.857 -3.535 3.032
C 0.305 0.605 3.319
C 1.101 1.200 4.335
C 1.118 2.553 4.593
C 0.236 3.403 3.876
O 0.194 4.731 4.184
C -0.758 5.519 3.412
C -0.618 2.840 2.884
C -0.588 1.474 2.655
C 2.858 -0.963 3.102
C 4.063 -1.642 3.203
H 7.136 -4.045 3.338
H 6.396 -2.851 2.206
H 6.727 -2.386 3.916
H 2.843 -4.683 4.198
H 0.688 -3.518 3.783
H -0.548 -2.593 2.317
H -2.303 -0.133 3.096
H -4.580 -0.647 3.517
H -6.483 -2.238 3.632
H -6.064 -4.682 3.237
H -3.721 -5.516 2.944
H -1.838 -3.929 2.996
H 1.769 0.558 4.918
H 1.768 2.988 5.358
H -0.613 6.552 3.769
H -0.534 5.445 2.341
H -1.790 5.191 3.597
H -1.330 3.482 2.350
H -1.271 1.079 1.894
H 2.882 0.088 2.815
H 4.997 -1.131 2.980
C -5.095 1.341 1.821
S -4.120 0.751 0.441
C -3.322 2.241 -0.123
C -2.962 -0.393 0.916
O -5.047 0.273 -0.593
H -4.453 1.600 2.670
H -5.642 2.233 1.468
H -5.816 0.563 2.104
H -2.340 2.413 0.351
H -3.188 2.157 -1.213
H -3.979 3.096 0.089
H -1.969 -0.086 0.546
H -3.311 -1.382 0.490
*
```

Computed properties:
Energy, Ha: -1631.6520
Max |F|, Eh/bohr: 0.047
Frontier orbital gap, eV: 6.6

Here are the Mulliken charges for atoms 1 to 4, given in e: -0.7862 -0.4349 0.7828 -0.8182


Record 2
The following is a quantum chemistry calculation of 2 unconnected molecules or ions with the total composition C5H11F3OSi in a non-equilibrium geometry, from OMol25.

Structure (ORCA input):
```
! wB97M-V def2-TZVPD RIJCOSX def2/J DEFGRID3
* xyz 0 1
C 0.134 -1.527 0.521
O 0.411 -0.472 -0.364
Si 1.696 0.400 -0.795
C 2.859 0.308 0.772
C 1.253 2.161 -1.370
F 2.421 -0.286 -2.020
H 0.142 -2.460 0.000
H -0.960 -1.419 0.984
H 0.937 -1.649 1.299
H 3.704 0.938 0.877
H 2.080 0.532 1.490
H 3.186 -0.710 0.875
H 0.512 2.715 -0.849
H 1.976 2.628 -1.894
H 0.654 1.804 -2.221
C -3.196 0.066 0.084
C -3.847 -0.892 0.735
F -3.649 -1.179 1.978
F -4.768 -1.707 0.157
H -2.325 0.554 0.648
H -3.221 0.197 -0.907
*
```

Computed properties:
Energy, Ha: -861.4919
Max |F|, Eh/bohr: 0.099
Frontier orbital gap, eV: 10.9

Here are the Mulliken charges for atoms 1 to 4, given in e: -0.4691 -0.1547 0.4893 -1.1068


Record 3
The following is a quantum chemistry calculation of a single C9H12O4 molecule in a non-equilibrium geometry, from OMol25.

Structure (ORCA input):
```
! wB97M-V def2-TZVPD RIJCOSX def2/J DEFGRID3
* xyz 0 1
C -2.967 -2.588 0.138
O -2.597 -1.155 -0.019
C -1.379 -0.632 -0.247
C -1.301 0.696 0.070
C -0.071 1.399 -0.089
O -0.179 2.768 -0.311
C -1.161 3.446 0.414
C 1.142 0.664 -0.017
O 2.435 1.189 -0.184
C 1.093 -0.769 -0.257
O 2.351 -1.310 -0.454
C 2.811 -1.988 0.724
C -0.132 -1.396 -0.370
H -2.550 -2.944 1.061
H -4.078 -2.573 0.133
H -2.668 -3.165 -0.754
H -2.253 0.985 0.415
H -0.763 4.452 0.396
H -2.171 3.430 0.024
H -1.265 3.214 1.511
H 2.933 0.413 0.109
H 3.840 -1.951 0.684
H 2.485 -1.343 1.541
H 2.403 -2.969 0.826
H -0.209 -2.464 -0.403
*
```

Computed properties:
Energy, Ha: -650.9804
Max |F|, Eh/bohr: 0.077
Frontier orbital gap, eV: 8.5

Here are the Mulliken charges for atoms 1 to 4, given in e: -0.7501 -0.4114 0.1449 0.0145


Record 4
The following is a quantum chemistry calculation of a molecular structure, C22H29BrCuF5N4O2STe in a non-equilibrium geometry, from OMol25.

Structure (ORCA input):
```
! wB97M-V def2-TZVPD RIJCOSX def2/J DEFGRID3
* xyz -1 2
Cu 1.993 0.656 -0.083
C 6.144 0.937 -0.818
C 4.727 0.494 -0.667
N 3.733 1.288 -0.768
N 3.922 2.634 -0.918
C 3.585 3.125 -2.087
N 3.691 4.506 -2.159
S 3.125 2.250 -3.482
C 4.406 -0.931 -0.402
C 5.349 -1.811 0.108
C 4.972 -3.119 0.362
C 3.674 -3.512 0.085
C 2.802 -2.568 -0.437
N 3.155 -1.314 -0.682
H 6.169 1.942 -1.225
H 6.691 0.255 -1.470
H 6.635 0.945 0.160
H 3.592 4.983 -1.276
H 3.194 4.904 -2.937
H 6.350 -1.470 0.331
H 5.683 -3.820 0.781
H 3.336 -4.521 0.271
H 1.777 -2.826 -0.669
C -5.437 0.002 -2.193
C -4.894 1.147 -1.326
C -4.943 2.434 -2.149
C -5.800 1.327 -0.100
C -3.474 0.818 -0.868
C -2.375 1.591 -1.197
C -1.131 1.228 -0.718
Br 0.398 2.165 -1.350
C -0.870 0.124 0.096
O 0.327 -0.127 0.562
C -1.992 -0.706 0.381
C -3.235 -0.325 -0.098
C -1.829 -1.994 1.193
C -0.664 -2.834 0.656
C -1.580 -1.647 2.664
C -3.083 -2.873 1.128
H -6.452 0.229 -2.534
H -5.470 -0.936 -1.637
H -4.804 -0.148 -3.069
H -5.974 2.638 -2.449
H -4.341 2.353 -3.056
H -4.585 3.289 -1.573
H -6.819 1.573 -0.412
H -5.428 2.131 0.536
H -5.841 0.417 0.501
H -2.457 2.466 -1.826
H -4.083 -0.957 0.134
H 0.279 -2.315 0.794
H -0.802 -3.040 -0.410
H -0.625 -3.789 1.189
H -0.727 -0.986 2.801
H -1.384 -2.557 3.239
H -2.460 -1.155 3.087
H -3.324 -3.157 0.101
H -3.953 -2.385 1.572
H -2.898 -3.786 1.699
F 0.189 1.421 2.906
Te 1.978 0.911 3.099
F 2.223 2.623 2.359
F 3.638 1.264 3.901
F 1.751 -0.832 3.776
F 1.482 1.252 4.892
O 2.763 0.118 1.684
*
```

Computed properties:
Energy, Ha: -6605.3714
Max |F|, Eh/bohr: 0.035
Frontier orbital gap (spin up / spin down), eV: 7.0 / 6.4

Here are the Mulliken charges for atoms 1 to 4, given in e: -0.6839 -1.6299 0.5121 1.6321


Record 5
The following is a quantum chemistry calculation of a gas-phase ion, C4H10NO (charge +1) in a non-equilibrium geometry, from OMol25.

Structure (ORCA input):
```
! wB97M-V def2-TZVPD RIJCOSX def2/J DEFGRID3
* xyz 1 1
C -0.783 -1.967 -0.029
C 0.472 -1.209 -0.354
N 0.148 0.264 -0.583
C -0.222 1.113 0.570
C 0.633 2.384 0.482
O 1.599 2.406 -0.233
H -1.212 -1.670 0.928
H -1.522 -1.922 -0.830
H -0.598 -3.032 0.120
H 1.053 -1.559 -1.196
H 1.114 -1.151 0.527
H -0.583 0.307 -1.294
H 0.983 0.705 -1.004
H -1.268 1.404 0.517
H -0.020 0.606 1.514
H 0.205 3.320 0.865
*
```

Computed properties:
Energy, Ha: -288.1339
Max |F|, Eh/bohr: 0.030
Frontier orbital gap, eV: 11.6

Here are the Mulliken charges for atoms 1 to 4, given in e: -1.0814 -0.4500 -0.1889 -0.5319


Record 6
The following is a quantum chemistry calculation of 2 unconnected molecules or ions with the total composition C5H13N2O2 in a non-equilibrium geometry, from OMol25.

Structure (ORCA input):
```
! wB97M-V def2-TZVPD RIJCOSX def2/J DEFGRID3
* xyz 1 1
O -2.032 2.130 -0.450
C -1.267 2.572 0.382
C -0.190 1.836 1.151
C 0.939 1.041 0.466
C 0.699 0.168 -0.842
N -0.257 -2.502 -1.459
C -1.067 -1.458 -1.341
N -0.653 -0.269 -0.997
H -1.457 3.614 0.703
H 0.361 2.632 1.667
H -0.742 1.291 1.934
H 1.308 0.339 1.210
H 1.714 1.775 0.235
H 0.955 0.863 -1.637
H 1.387 -0.673 -0.775
H 0.743 -2.401 -1.459
H -0.586 -3.390 -1.783
H -2.135 -1.606 -1.425
H -1.452 0.381 -0.917
H 0.542 -2.259 1.491
H 1.748 -2.218 2.350
O 1.442 -1.867 1.495
*
```

Computed properties:
Energy, Ha: -458.0647
Max |F|, Eh/bohr: 0.048
Frontier orbital gap, eV: 10.5

Here are the Mulliken charges for atoms 1 to 4, given in e: -0.5810 0.0517 -0.6729 -0.5282


Record 7
The following is a quantum chemistry calculation of a single C21H22N4O5S molecule in a non-equilibrium geometry, from OMol25.

Structure (ORCA input):
```
! wB97M-V def2-TZVPD RIJCOSX def2/J DEFGRID3
* xyz 0 1
O -0.287 2.689 -0.665
C -1.260 2.354 -0.003
C -1.632 3.136 1.250
C -0.843 2.556 2.437
N 0.552 2.397 2.054
C 1.321 3.548 2.084
O 0.939 4.576 2.592
N 2.578 3.445 1.538
C 3.009 2.328 0.881
C 4.225 2.145 0.188
C 4.307 0.896 -0.347
S 2.934 -0.081 -0.029
C 2.206 1.205 0.862
C 0.899 1.183 1.456
O 0.143 0.231 1.474
N -1.993 1.279 -0.336
C -3.072 0.688 0.426
C -2.882 -0.825 0.459
N -3.056 -1.389 -0.872
C -2.557 -2.752 -0.984
C -1.063 -2.916 -0.813
C -0.520 -3.120 0.448
C 0.853 -3.223 0.659
C 1.662 -3.124 -0.445
C 1.128 -2.929 -1.718
C -0.223 -2.822 -1.928
O 2.147 -2.887 -2.637
C 3.336 -3.076 -1.903
O 3.029 -3.209 -0.533
C -2.625 -0.469 -1.913
C -1.519 0.475 -1.455
H -1.301 4.165 1.094
H -2.699 3.135 1.457
H -0.888 3.235 3.291
H -1.209 1.567 2.716
H 3.127 4.293 1.523
H 4.984 2.899 0.091
H 5.118 0.492 -0.922
H -4.037 0.935 -0.033
H -3.067 1.060 1.449
H -1.881 -1.020 0.870
H -3.629 -1.279 1.119
H -2.862 -3.126 -1.965
H -3.078 -3.337 -0.220
H -1.178 -3.220 1.297
H 1.264 -3.375 1.642
H -0.613 -2.686 -2.923
H 3.846 -3.988 -2.257
H 4.000 -2.210 -2.051
H -2.284 -1.030 -2.782
H -3.494 0.125 -2.223
H -1.219 1.152 -2.258
H -0.636 -0.095 -1.143
*
```

Computed properties:
Energy, Ha: -1806.9069
Max |F|, Eh/bohr: 0.023
Frontier orbital gap, eV: 8.5

Here are the Mulliken charges for atoms 1 to 4, given in e: -0.6750 0.5938 -1.0041 -1.0125


Record 8
The following is a quantum chemistry calculation of a single CH5NO2Si molecule in a non-equilibrium geometry, from OMol25.

Structure (ORCA input):
```
! wB97M-V def2-TZVPD RIJCOSX def2/J DEFGRID3
* xyz 0 1
C -0.245 -0.086 1.149
Si 0.821 -0.748 -0.229
N 2.377 0.241 -0.273
O 2.958 0.590 0.760
O 2.762 0.589 -1.387
H -0.938 -0.719 1.666
H 0.348 0.645 1.869
H -0.823 0.515 0.487
H 0.559 -0.988 -1.892
H 1.290 -2.046 -0.042
*
```

Computed properties:
Energy, Ha: -535.6975
Max |F|, Eh/bohr: 0.055
Frontier orbital gap, eV: 10.8

Here are the Mulliken charges for atoms 1 to 4, given in e: -0.9003 0.3796 0.8001 -0.5365


Record 9
The following is a quantum chemistry calculation of 3 unconnected molecules or ions with the total composition CH2ClFO2 in a non-equilibrium geometry, from OMol25.

Structure (ORCA input):
```
! wB97M-V def2-TZVPD RIJCOSX def2/J DEFGRID3
* xyz 0 1
C 1.166 -0.345 0.854
O 1.222 0.234 -0.106
O -1.199 0.279 0.843
F 0.940 1.938 0.104
Cl -2.604 0.225 -0.059
H -0.977 1.259 0.759
H 1.133 -0.095 1.911
*
```

Computed properties:
Energy, Ha: -749.6041
Max |F|, Eh/bohr: 0.053
Frontier orbital gap (spin up / spin down), eV: 9.2 / 9.1

Here are the Mulliken charges for atoms 1 to 4, given in e: 0.2302 0.0674 -0.4345 -0.5799


Record 10
The following is a quantum chemistry calculation of 12 unconnected molecules or ions with the total composition C8H36O11 in a non-equilibrium geometry, from OMol25.

Structure (ORCA input):
```
! wB97M-V def2-TZVPD RIJCOSX def2/J DEFGRID3
* xyz 1 2
C -0.533 2.811 -0.551
C 0.790 2.131 -0.890
C 0.818 0.703 -0.290
C 2.120 0.633 0.525
C 3.297 1.302 0.280
C 1.405 -2.513 2.687
C 1.420 -1.476 1.648
C 2.227 -0.393 1.553
H -0.533 3.062 0.554
H -1.425 2.274 -0.893
H -0.576 3.818 -1.015
H 1.603 2.795 -0.589
H 0.823 1.883 -1.982
H 0.687 -0.081 -1.066
H -0.065 0.547 0.366
H 4.022 1.310 1.090
H 3.419 2.057 -0.518
H 0.843 -3.413 2.297
H 0.658 -2.182 3.466
H 2.379 -2.812 3.091
H 0.590 -1.625 0.893
H 3.099 -0.284 2.242
H -1.787 3.129 4.202
H -2.054 1.779 3.601
O -2.464 2.556 3.889
H -2.781 -2.548 -2.544
H -2.626 -1.693 -1.106
O -2.262 -2.386 -1.718
H 0.043 0.529 2.790
H -1.192 -0.135 2.128
O -0.929 0.525 2.781
H 1.500 2.182 2.785
H 2.034 0.882 3.709
O 1.605 1.674 3.535
H -4.577 0.563 -1.710
H -3.560 0.663 -0.589
O -3.671 0.369 -1.508
H -3.489 1.385 1.968
H -2.080 1.266 1.484
O -2.994 1.046 1.217
H -1.271 -2.935 -0.485
H -0.596 -4.355 0.398
O -0.625 -3.460 0.015
H -1.038 1.532 -2.744
H -2.287 0.513 -2.513
O -1.731 1.004 -3.160
H 2.767 -2.977 -3.159
H 2.787 -1.750 -2.267
O 3.334 -2.442 -2.597
H 1.381 0.112 -4.353
H 0.225 0.636 -3.414
O 1.135 0.596 -3.552
H 0.142 -3.440 -2.767
H -0.129 -2.233 -3.548
O 0.122 -3.135 -3.671
*
```

Computed properties:
Energy, Ha: -1153.6308
Max |F|, Eh/bohr: 0.084
Frontier orbital gap (spin up / spin down), eV: 9.1 / 6.0

Here are the Mulliken charges for atoms 1 to 4, given in e: -1.3757 -0.6997 1.5570 0.5891


Record 11
The following is a quantum chemistry calculation of a molecular structure, C21H24N3O4PRuS4 in a non-equilibrium geometry, from OMol25.

Structure (ORCA input):
```
! wB97M-V def2-TZVPD RIJCOSX def2/J DEFGRID3
* xyz -1 2
Ru 0.976 -1.037 -1.040
S 3.386 -1.233 -1.000
S 4.092 -1.136 -2.921
S 2.483 -1.598 -4.159
S 1.119 -2.527 -2.980
O 1.636 -2.084 3.142
C 1.676 -1.490 2.067
O 1.552 -2.031 0.914
C 1.920 0.025 2.043
P 1.011 0.696 0.621
C -0.680 0.938 1.291
C -1.435 2.090 1.082
C -2.764 2.150 1.476
C -3.359 1.058 2.089
C -2.616 -0.096 2.304
C -1.292 -0.158 1.903
C 1.679 2.401 0.556
C 2.435 2.872 -0.513
C 2.962 4.157 -0.480
C 2.753 4.975 0.617
C 2.025 4.503 1.701
C 1.496 3.226 1.671
H 2.980 0.181 1.824
H 1.679 0.499 2.994
H -0.984 2.952 0.605
H -3.333 3.053 1.301
H -4.397 1.102 2.394
H -3.071 -0.956 2.780
H -0.732 -1.071 2.055
H 2.627 2.222 -1.356
H 3.541 4.510 -1.323
H 3.164 5.977 0.637
H 1.871 5.131 2.570
H 0.928 2.866 2.520
N -1.241 -0.520 -1.549
C -1.556 0.372 -2.663
C -0.695 1.617 -2.587
C 0.714 1.307 -3.099
O 1.105 1.836 -4.122
O 1.441 0.520 -2.379
H -1.690 -1.415 -1.688
H -1.609 -0.148 -0.677
H -2.623 0.629 -2.665
H -1.340 -0.171 -3.586
H -0.642 1.942 -1.541
H -1.118 2.427 -3.179
C -0.671 -3.952 1.940
C -1.087 -3.973 0.515
N -0.771 -3.153 -0.471
C -1.430 -3.643 -1.583
C -2.147 -4.749 -1.269
N -1.921 -4.948 0.071
H 0.351 -3.602 2.037
H -0.753 -4.953 2.365
H -1.309 -3.289 2.528
H -1.300 -3.203 -2.559
H -2.761 -5.402 -1.860
H -2.276 -5.696 0.636
*
```

Computed properties:
Energy, Ha: -3309.0313
Max |F|, Eh/bohr: 0.053
Frontier orbital gap (spin up / spin down), eV: 5.6 / 5.7

Here are the Mulliken charges for atoms 1 to 4, given in e: 0.0150 -0.2198 -0.1568 -0.1692


Record 12
The following is a quantum chemistry calculation of a single C5H10O molecule in a non-equilibrium geometry, from OMol25.

Structure (ORCA input):
```
! wB97M-V def2-TZVPD RIJCOSX def2/J DEFGRID3
* xyz 0 1
C 2.811 -0.453 0.108
O 1.479 0.103 -0.527
C 0.427 0.217 0.433
C -0.835 0.665 -0.246
C -2.163 0.327 0.376
C -1.734 -0.344 -0.897
H 2.018 -1.410 -0.077
H 3.605 -0.312 -0.630
H 2.959 0.018 1.093
H 0.247 -0.745 0.952
H 0.738 0.947 1.196
H -0.757 1.635 -0.732
H -2.955 1.071 0.331
H -2.166 -0.265 1.289
H -1.440 -1.390 -0.849
H -2.233 -0.063 -1.821
*
```

Computed properties:
Energy, Ha: -271.6255
Max |F|, Eh/bohr: 0.119
Frontier orbital gap, eV: 10.3

Here are the Mulliken charges for atoms 1 to 4, given in e: -0.5555 -0.3748 -0.6320 0.0257


Record 13
The following is a quantum chemistry calculation of a molecular structure, C6H4AgCl3GeN2Se, from OMol25.

Structure (ORCA input):
```
! wB97M-V def2-TZVPD RIJCOSX def2/J DEFGRID3
* xyz 1 2
Ag -0.043 -0.291 0.174
Cl -3.098 -0.662 2.206
Ge -1.097 -1.335 2.328
Cl -0.985 -3.443 2.293
Cl -0.077 -0.529 3.991
Se -0.350 0.596 -3.377
N -0.127 -0.535 -2.007
C -0.087 -1.764 -2.509
C 0.080 -2.978 -1.768
C 0.105 -4.148 -2.444
C -0.031 -4.213 -3.877
C -0.187 -3.099 -4.619
C -0.217 -1.831 -3.948
N -0.356 -0.676 -4.571
H 0.190 -2.964 -0.692
H 0.235 -5.071 -1.895
H -0.004 -5.181 -4.360
H -0.289 -3.129 -5.695
*
```

Computed properties:
Energy, Ha: -6346.2553
Max |F|, Eh/bohr: 0.009
Frontier orbital gap (spin up / spin down), eV: 8.2 / 5.4

Here are the Mulliken charges for atoms 1 to 4, given in e: 0.4359 -0.1926 0.8206 -0.1873